{"formula": "C5H11N3O", "method": "the ωB97M-V functional and the def2-TZVPD basis", "symbols": ["H", "N", "C", "C", "C", "C", "N", "H", "H", "H", "H", "H", "H", "H", "N", "C", "O", "H", "H", "H"], "xyz": [[-0.565, -1.807, 0.332], [-0.401, -1.328, -0.554], [0.496, -0.438, -0.510], [0.825, 0.352, -1.732], [1.229, -0.057, 0.740], [2.346, -0.972, 1.140], [0.929, 0.927, 1.466], [0.161, 1.502, 1.117], [1.898, 0.338, -1.911], [0.295, -0.052, -2.590], [0.522, 1.386, -1.570], [2.761, -0.650, 2.091], [3.124, -0.954, 0.377], [1.984, -1.996, 1.222], [-2.946, 0.241, 0.519], [-2.310, 1.021, -0.369], [-1.522, 1.888, -0.081], [-3.514, -0.533, 0.227], [-2.713, 0.329, 1.496], [-2.601, 0.804, -1.410]], "atomic_forces_ev_per_a": [[0.2, 0.2, 0.1], [-0.3, -0.4, -0.3], [-0.1, 0.3, 0.0], [0.0, 0.0, -0.1], [0.0, -0.4, 0.2], [0.0, 0.0, 0.0], [0.1, 0.5, 0.4], [-0.1, -0.2, -0.3], [0.1, 0.0, -0.1], [0.0, 0.0, -0.1], [0.0, 0.1, 0.0], [0.0, 0.0, 0.0], [0.1, -0.1, -0.1], [0.0, -0.1, 0.0], [-0.2, -0.1, 0.5], [-0.5, -0.3, -0.5], [0.4, 0.5, 0.1], [0.0, 0.0, -0.1], [0.0, 0.0, -0.1], [0.1, 0.0, 0.0]], "energy_ha": -436.6176, "lumo_ev": 0.901, "homo_lumo_gap_ev": 10.08, "homo_ha": -0.33717, "charge": 0, "smiles": "[H]/N=C(C)\\C(C)=N/[H].NC=O"}

=====

{"formula": "C5H11N3O", "method": "the ωB97M-V functional and the def2-TZVPD basis", "symbols": ["H", "N", "C", "C", "C", "N", "H", "H", "H", "H", "H", "C", "C", "N", "O", "H", "H", "H", "H", "H"], "xyz": [[1.722, 2.264, -0.171], [1.254, 1.432, -0.532], [1.223, 0.470, 0.285], [1.380, -1.045, -0.217], [1.534, -1.250, -1.526], [1.031, -1.941, 0.737], [1.502, 0.543, 1.347], [1.674, -0.423, -2.196], [1.276, -2.200, -1.969], [1.003, -1.653, 1.707], [-0.049, -2.260, 0.588], [-1.634, 1.438, 1.009], [-1.323, 0.104, 0.374], [-1.519, 0.059, -0.976], [-1.299, -0.960, 1.031], [-1.263, 1.461, 2.028], [-2.705, 1.612, 0.968], [-1.153, 2.241, 0.455], [-1.403, 0.909, -1.506], [-1.251, -0.800, -1.436]], "atomic_forces_ev_per_a": [[-1.0, 0.3, 0.5], [0.6, -0.1, -0.5], [3.3, -1.9, -0.8], [-1.8, 3.6, 0.0], [-0.5, -0.2, 0.2], [-3.2, -3.7, 0.4], [-0.3, 0.3, 0.1], [0.0, 0.3, 0.0], [0.6, -0.4, 0.1], [0.3, 0.6, -0.3], [3.5, 0.8, 0.3], [0.9, 0.2, -0.2], [-2.8, -1.9, 0.4], [0.3, 0.2, 0.2], [0.1, 2.1, -0.6], [-0.2, 0.0, 0.1], [-0.1, -0.2, 0.2], [0.0, 0.1, 0.0], [0.2, -0.1, 0.0], [0.0, 0.1, 0.0]], "energy_ha": -436.5511, "lumo_ev": 0.114, "homo_lumo_gap_ev": 8.47, "homo_ha": -0.30714, "charge": 0, "smiles": "[H]/N=C/C(=C)N.CC(N)=O"}

=====

{"formula": "C5H11N3O", "method": "the ωB97M-V functional and the def2-TZVPD basis", "symbols": ["C", "C", "C", "N", "H", "H", "H", "H", "H", "H", "H", "H", "H", "C", "N", "C", "O", "N", "H", "H"], "xyz": [[-0.398, -0.090, -1.761], [1.488, 1.390, -0.498], [-1.054, -1.358, -1.674], [0.838, 0.070, -0.378], [1.486, -0.663, -0.641], [0.314, 0.081, -2.563], [-0.969, 0.802, -1.523], [0.752, 2.176, -0.377], [2.247, 1.518, 0.270], [1.941, 1.452, -1.490], [-0.740, -2.112, -2.390], [-0.599, -1.791, -0.468], [-2.127, -1.329, -1.511], [-0.139, 0.568, 1.945], [-0.886, 0.011, 2.921], [0.149, -0.435, 0.832], [0.259, 1.727, 1.957], [-0.269, -1.616, 0.806], [-1.165, -0.954, 2.812], [-1.126, 0.553, 3.732]], "atomic_forces_ev_per_a": [[0.2, -0.1, 0.4], [-0.1, -0.1, 0.1], [0.0, 0.0, 0.1], [-0.3, -0.1, -0.2], [-0.1, 0.0, 0.0], [0.0, 0.0, 0.0], [0.0, 0.0, 0.0], [0.0, 0.0, 0.0], [0.0, 0.0, 0.0], [0.0, 0.0, 0.0], [0.0, 0.1, 0.0], [0.1, 0.1, -0.1], [0.0, 0.0, 0.0], [0.0, 0.2, 0.1], [0.1, 0.0, -0.1], [-0.1, -0.2, -0.3], [-0.1, -0.4, -0.1], [0.1, 0.4, 0.1], [0.1, 0.1, 0.0], [0.0, 0.0, -0.1]], "energy_ha": -436.5188, "lumo_ev": 0.701, "homo_lumo_gap_ev": 8.15, "homo_ha": -0.27361, "charge": 0}

=====

{"formula": "C5H11N3O", "method": "the ωB97M-V functional and the def2-TZVPD basis", "symbols": ["C", "C", "C", "C", "C", "N", "N", "O", "N", "H", "H", "H", "H", "H", "H", "H", "H", "H", "H", "H"], "xyz": [[-0.631, 1.641, 0.530], [-0.144, 0.375, 0.783], [-0.408, -0.280, 2.113], [1.073, -0.075, 0.035], [2.310, -0.030, 0.560], [0.781, -0.879, -1.061], [0.832, -0.279, -2.295], [-0.856, -1.117, -0.646], [-1.767, -0.491, -1.588], [-0.428, 2.136, -0.415], [-1.122, 2.206, 1.312], [-0.411, -1.369, 2.015], [0.343, 0.004, 2.855], [-1.386, 0.027, 2.494], [3.145, -0.402, -0.023], [2.483, 0.369, 1.551], [-0.064, 0.208, -2.469], [0.911, -0.983, -3.023], [-2.425, -1.251, -1.746], [-2.238, 0.189, -0.984]], "atomic_forces_ev_per_a": [[0.7, -2.0, 0.2], [0.6, 3.7, 1.0], [-0.4, -0.2, -0.1], [0.4, -0.1, 2.0], [-0.9, 0.1, -0.8], [-2.0, -0.6, -2.0], [-0.4, 0.0, 0.2], [0.3, -0.4, -2.0], [1.2, -0.9, 1.6], [0.3, 0.1, 0.2], [-0.6, -0.2, -0.2], [0.1, 0.1, 0.0], [0.1, -0.1, -0.1], [0.1, 0.0, 0.0], [0.0, -0.2, 0.2], [0.0, 0.3, -0.2], [0.4, 0.2, 0.1], [0.0, -0.2, 0.3], [0.1, 0.1, -0.3], [0.1, 0.2, -0.2]], "energy_ha": -436.3946, "lumo_ev": 0.913, "homo_lumo_gap_ev": 9.34, "homo_ha": -0.30958, "charge": 0, "smiles": "C=C(C)C(=C)N(N)ON"}

=====

{"formula": "C5H11N3O", "method": "the ωB97M-V functional and the def2-TZVPD basis", "symbols": ["C", "C", "C", "C", "C", "N", "N", "N", "O", "H", "H", "H", "H", "H", "H", "H", "H", "H", "H", "H"], "xyz": [[1.564, -0.703, 1.125], [-0.329, 0.404, 0.991], [0.278, 0.315, -0.389], [0.601, 1.624, -1.004], [-1.329, -1.595, -0.894], [0.535, -0.254, 1.789], [1.515, -0.334, -0.090], [-1.353, 1.060, 1.394], [-0.509, -0.483, -1.306], [2.240, -1.306, 1.716], [-0.325, 2.211, -1.077], [0.926, 1.448, -1.997], [1.395, 2.154, -0.392], [-0.820, -2.153, -0.181], [-1.322, -1.998, -1.852], [-2.268, -1.225, -0.597], [0.461, -0.314, 2.777], [2.288, -0.470, -0.865], [-1.706, 1.744, 0.738], [-1.830, 0.929, 2.267]], "atomic_forces_ev_per_a": [[1.4, -2.0, 4.6], [2.4, -2.0, -1.2], [1.3, 2.0, 2.4], [-0.8, 1.4, 0.3], [2.0, 1.5, -1.7], [-0.7, 0.1, 0.4], [1.8, -0.8, -6.0], [-2.5, 2.1, -0.4], [-0.8, -0.2, -0.5], [0.7, 0.0, -0.8], [0.4, 0.3, 0.0], [0.6, 0.1, -1.1], [-1.1, -0.6, -0.7], [0.7, -1.0, 1.7], [-1.1, -1.8, -1.5], [-1.7, 0.6, 0.5], [-0.1, -0.2, 1.0], [-2.0, 0.3, 2.2], [-0.5, 0.2, 0.5], [-0.1, 0.0, 0.3]], "energy_ha": -435.7990, "spin_multiplicity": 3, "lumo_ev": [-7.160, -13.575], "homo_lumo_gap_ev": [8.36, 6.10], "homo_ha": [-0.57022, -0.72319], "charge": 2}

=====

{"formula": "C5H11N3O3", "method": "the ωB97M-V functional and the def2-TZVPD basis", "symbols": ["C", "C", "C", "C", "C", "N", "N", "N", "O", "O", "O", "H", "H", "H", "H", "H", "H", "H", "H", "H", "H", "H"], "xyz": [[0.276, -1.635, -0.020], [1.524, -0.865, -0.508], [-0.323, -0.923, 1.196], [1.199, 0.485, -0.979], [1.798, 1.705, -0.392], [-1.588, 0.902, 0.286], [-2.600, 0.233, -0.055], [-0.580, 0.467, 0.941], [-2.966, -0.926, 0.195], [2.025, 1.597, 0.984], [-3.512, 1.030, -0.756], [-0.467, -1.681, -0.818], [0.554, -2.655, 0.249], [2.256, -0.811, 0.299], [1.932, -1.448, -1.339], [-1.243, -1.452, 1.472], [0.385, -0.954, 2.029], [0.546, 0.596, -1.831], [1.163, 2.574, -0.622], [2.784, 1.891, -0.845], [1.162, 1.362, 1.374], [-4.324, 0.508, -0.860]], "atomic_forces_ev_per_a": [[0.3, 0.3, 0.1], [-0.1, -0.4, -0.1], [-0.4, -0.9, 0.1], [-0.6, 0.1, 0.6], [0.1, 0.3, -0.3], [-0.1, 2.1, -0.4], [-1.6, -1.2, -0.3], [1.0, -0.2, -0.1], [0.1, -0.1, 0.0], [0.0, -0.1, 0.6], [0.5, 0.4, 0.0], [-0.1, 0.0, 0.0], [-0.1, 0.0, 0.0], [0.1, -0.1, -0.1], [0.2, -0.1, 0.0], [0.2, 0.1, 0.1], [0.0, 0.0, -0.1], [-0.1, 0.0, -0.2], [0.1, -0.1, -0.1], [-0.1, 0.1, 0.0], [0.1, 0.2, -0.2], [0.4, -0.4, 0.3]], "energy_ha": -586.8443, "lumo_ev": [-1.394, 0.298], "homo_lumo_gap_ev": [6.12, 9.11], "homo_ha": [-0.27596, -0.32390], "charge": 0}

=====

{"formula": "C5H11N3OS", "method": "the ωB97M-V functional and the def2-TZVPD basis", "symbols": ["H", "N", "C", "N", "N", "S", "O", "C", "C", "C", "C", "H", "H", "H", "H", "H", "H", "H", "H", "H", "H"], "xyz": [[-0.471, 2.535, 0.530], [0.533, 2.255, 0.431], [0.726, 1.030, 0.122], [1.848, 0.350, -0.067], [3.485, 0.244, 0.412], [2.666, -1.047, 0.273], [2.804, -2.104, -0.673], [-0.641, 0.114, -0.101], [-1.715, 0.771, 0.695], [-0.395, -1.376, 0.404], [-0.963, 0.246, -1.618], [2.161, -1.435, 1.387], [-2.269, 1.449, -0.057], [-2.298, -0.028, 0.947], [-1.397, 1.176, 1.631], [-1.215, -2.097, 0.157], [-0.219, -1.269, 1.476], [0.470, -1.718, -0.271], [-1.017, 1.367, -1.796], [-1.936, -0.228, -1.793], [-0.158, -0.236, -2.088]], "atomic_forces_ev_per_a": [[1.4, -0.7, -0.5], [0.9, -0.1, -0.1], [-4.7, 0.7, 1.6], [3.9, -3.2, -0.7], [-0.3, 0.9, 0.1], [-1.4, 3.3, -2.8], [0.2, -0.1, 0.8], [2.3, -0.2, -0.3], [-0.3, 1.6, -2.2], [0.5, 1.0, -2.6], [-0.7, 1.2, 2.2], [-0.6, -1.1, 1.5], [0.5, -0.6, 2.0], [-2.5, -1.9, 0.6], [0.2, 0.8, 0.4], [0.4, 0.9, 0.4], [0.3, -0.7, -0.1], [-1.2, 0.0, 1.6], [0.1, -1.5, -0.3], [0.2, 0.1, -0.3], [0.8, -0.4, -1.4]], "energy_ha": -834.5562, "lumo_ev": -0.168, "homo_lumo_gap_ev": 9.11, "homo_ha": -0.34103, "charge": 0, "smiles": "[H]/N=C(/N1N=[S@@H]1=O)C(C)(C)C"}

=====

{"formula": "C5H11N4", "method": "the ωB97M-V functional and the def2-TZVPD basis", "symbols": ["C", "C", "C", "C", "C", "N", "N", "N", "N", "H", "H", "H", "H", "H", "H", "H", "H", "H", "H", "H"], "xyz": [[1.146, -1.768, 0.041], [0.097, -1.842, -1.056], [0.405, 2.585, 0.778], [0.390, 0.709, -0.795], [0.208, -0.633, -0.174], [1.817, 2.340, 0.541], [2.163, 1.368, -0.082], [-1.066, -0.597, 0.695], [-0.385, 1.810, -0.277], [0.976, -2.238, 0.911], [2.099, -1.493, -0.330], [0.540, -1.977, -1.994], [-0.549, -2.714, -0.850], [0.121, 2.224, 1.730], [0.384, 3.653, 0.916], [0.576, 0.707, -1.890], [-0.838, -1.012, 1.613], [-1.930, -0.967, 0.324], [-1.328, 0.531, 0.697], [-0.635, 2.382, -1.068]], "atomic_forces_ev_per_a": [[-0.3, 2.8, -2.6], [0.6, -2.4, 1.6], [0.3, -0.3, -1.4], [2.7, 1.9, 0.6], [-3.5, -0.6, -1.3], [1.1, -2.5, -0.2], [-2.5, 1.2, -0.2], [0.8, 3.1, 0.9], [0.8, -0.5, 0.1], [0.1, -2.1, 2.8], [1.1, -0.2, 0.3], [0.4, 0.7, -1.5], [-0.5, 1.1, 0.0], [0.2, -0.8, 1.2], [-1.2, 0.6, -1.0], [-0.4, 0.0, 0.9], [-0.6, 0.6, -0.3], [0.1, -0.8, -0.5], [1.1, -2.3, 0.3], [-0.1, 0.4, 0.1]], "energy_ha": -415.7403, "lumo_ev": -3.357, "homo_lumo_gap_ev": 9.03, "homo_ha": -0.45536, "charge": 1}